Here is a structure of composition C32H64Cu2O19S3 from the Open Molecules 2025 dataset. Energies are from ωB97M-V/def2-TZVPD.

The value obtained for the energy relative to the best compared isomer or geometry (same formula, charge and spin) is 0.0 kJ/mol. Its HOMO energy (alpha / beta) is -14.08 / -14.08 eV.

```
! wB97M-V def2-TZVPD RIJCOSX def2/J DEFGRID3
* xyz 2 3
Cu 1.28146 -0.77479 0.91251
Cu -3.10850 0.02685 -2.01039
S -1.05136 -0.41177 -0.37813
O -0.76087 -0.41301 1.07157
O 0.28919 -0.71547 -0.92031
O -2.10760 -1.35661 -0.83458
O -1.64690 0.88243 -0.80235
C 2.91850 3.42987 1.29882
C 2.77463 3.10647 -0.18503
C 1.69485 2.04233 -0.10062
O 2.15141 1.21973 1.03359
C 2.95727 2.03755 1.91846
H 2.13869 4.05542 1.72085
H 3.85284 3.97023 1.47082
H 3.70552 2.73380 -0.60462
H 2.35486 3.93649 -0.75376
H 1.73270 1.37466 -0.95860
H 0.70712 2.42390 0.14870
H 3.95617 1.62015 2.03736
H 2.45859 2.05752 2.89018
C 2.22453 -0.72967 5.30203
C 1.13006 0.35437 5.17298
C 0.47677 0.03820 3.82618
O 1.45973 -0.71006 3.08824
C 2.11025 -1.56363 4.03411
H 2.14854 -1.32943 6.20693
H 3.21888 -0.28720 5.32001
H 1.62260 1.31868 5.06962
H 0.41893 0.32504 5.99180
H 0.18873 0.89670 3.21877
H -0.42797 -0.57215 3.92988
H 3.09996 -1.79387 3.62806
H 1.64964 -2.55588 4.08629
C 5.38171 -1.83002 -0.24220
C 4.67911 -1.71554 -1.59644
C 3.21722 -1.43343 -1.27652
O 3.15844 -1.26362 0.17121
C 4.49055 -0.95918 0.62930
H 6.37221 -1.37995 -0.27950
H 5.44313 -2.85195 0.12544
H 4.79982 -2.58010 -2.25431
H 5.12212 -0.95807 -2.24648
H 2.50693 -2.22242 -1.50858
H 2.88222 -0.51146 -1.75254
H 4.56947 -1.19697 1.68937
H 4.68004 0.10230 0.45326
C -6.03638 -1.90461 0.15874
C -6.01008 -0.74635 1.15778
C -4.85692 0.10565 0.65242
O -4.85232 -0.12133 -0.80220
C -5.78480 -1.17568 -1.14854
H -6.98533 -2.43385 0.18421
H -5.22338 -2.60217 0.37357
H -5.85195 -0.96720 2.20971
H -6.95945 -0.22619 1.01399
H -3.88951 -0.27144 0.98775
H -4.95222 1.17773 0.79906
H -5.35175 -1.82837 -1.90752
H -6.70717 -0.72441 -1.51827
C -4.34533 3.71241 -3.79408
C -4.23610 4.33968 -2.39521
C -3.63503 3.23919 -1.50045
O -3.60649 2.06130 -2.30642
C -3.56416 2.39784 -3.71087
H -3.83722 4.29692 -4.56265
H -5.34201 3.56132 -4.20387
H -5.20055 4.60467 -1.97021
H -3.64921 5.24586 -2.51270
H -4.32026 2.99797 -0.68676
H -2.69476 3.52887 -1.02838
H -3.96164 1.56798 -4.29952
H -2.51445 2.53223 -3.99259
C -2.25992 3.89617 3.07955
C -1.36518 3.89564 4.30914
C 0.03515 3.76726 3.66577
O -0.15051 3.40050 2.29960
C -1.51199 3.03253 2.08776
H -2.38538 4.89422 2.65716
H -3.26557 3.54131 3.31848
H -1.51664 3.05051 4.98305
H -1.51417 4.79102 4.90806
H 0.66276 3.02592 4.16614
H 0.56328 4.72086 3.73929
H -1.67500 1.95837 2.25696
H -1.81322 3.22166 1.05684
C 1.92420 -5.02197 2.21175
C 0.39860 -4.84410 2.21599
C 0.14409 -3.63585 1.33720
O 1.37488 -2.90171 1.31053
C 2.46620 -3.81999 1.43942
H 2.26418 -5.96320 1.78960
H 2.27747 -4.99300 3.24339
H -0.01812 -4.71686 3.21742
H -0.10377 -5.77201 1.93603
H -0.61355 -2.96857 1.75219
H -0.19941 -3.88710 0.32765
H 3.28945 -3.30086 1.92682
H 2.88962 -4.14428 0.48288
C 0.89871 0.64572 -5.18511
C 0.97840 0.68229 -3.67178
O 2.34692 1.04855 -3.44168
S 2.71203 2.22784 -4.46090
O 4.07187 2.09723 -4.80589
O 2.21406 3.46405 -3.97832
O 1.76081 1.71115 -5.64570
H -0.07803 0.82352 -5.62617
H 1.35899 -0.28115 -5.53075
H 0.78378 -0.26784 -3.18575
H 0.37662 1.46731 -3.19833
C -0.55202 -4.08740 -4.25348
C -0.35409 -3.74089 -2.75337
O 1.05173 -3.92331 -2.48230
S 1.85850 -3.97221 -3.85130
O 2.94819 -4.84070 -3.78364
O 2.08175 -2.64418 -4.31382
O 0.68012 -4.68052 -4.65225
H -0.82853 -3.25158 -4.89123
H -1.30220 -4.87257 -4.32143
H -0.88448 -4.35147 -2.03110
H -0.57430 -2.68480 -2.59272
*
```

=====

Here is a cluster of 9 separate species, C32H64NO11 in total from the Open Molecules 2025 dataset. Energies are from ωB97M-V/def2-TZVPD.

The value obtained for the energy relative to the best compared isomer or geometry (same formula, charge and spin) is 311.8 kJ/mol. Its HOMO energy is -5.82 eV.

```
! wB97M-V def2-TZVPD RIJCOSX def2/J DEFGRID3
* xyz -1 1
N 0.06427 0.22194 0.47766
O 0.03727 0.83994 -0.62734
O 0.86427 0.61394 1.29966
O -0.88973 -0.41906 0.87366
C 1.22027 5.37394 0.21066
C 0.07527 4.56994 0.77866
C 0.53627 4.46994 2.26666
O 1.40727 5.52694 2.39666
C 2.37027 5.60994 1.30066
H 0.89827 6.15494 -0.15434
H 1.70027 4.80494 -0.62934
H 0.27227 3.62394 0.13766
H -0.88373 5.04294 0.61666
H 1.00827 3.61494 2.51066
H -0.29673 4.37394 3.02066
H 3.18727 4.85494 1.30366
H 2.79827 6.57794 1.32766
C 0.07827 -4.56306 1.35666
C 0.14027 -6.07106 0.92766
C -0.68273 -6.09706 -0.38234
O -1.66073 -5.13506 -0.03334
C -1.11273 -3.93006 0.59566
H 1.03427 -4.19306 1.06366
H 0.05727 -4.41506 2.48666
H -0.34673 -6.56306 1.69866
H 1.20027 -6.26206 0.82466
H -0.96973 -7.10506 -0.58434
H -0.25673 -5.74906 -1.11234
H -1.73573 -3.55506 1.44366
H -0.91173 -3.12006 0.03066
C 1.61727 2.85394 -3.67034
C 2.87627 2.52394 -4.48634
C 2.60527 1.18894 -5.03134
O 1.13327 1.07194 -5.05934
C 0.58327 1.61894 -3.93434
H 1.28027 3.68594 -4.12134
H 1.47427 2.91794 -2.54434
H 3.87827 2.38994 -3.95134
H 2.90827 3.25494 -5.15734
H 3.04727 0.60694 -4.20334
H 3.21727 1.03694 -5.93934
H 0.52527 0.77994 -3.23334
H -0.47273 2.03894 -4.00834
C -3.83173 1.66994 1.55066
C -4.67973 2.41494 2.45866
C -3.99273 3.68494 2.69366
O -3.25873 3.96794 1.47166
C -2.75473 2.62894 0.95966
H -4.45473 1.22894 0.64766
H -3.36373 0.76294 2.03766
H -4.58873 1.70394 3.47666
H -5.52273 2.50094 2.03266
H -3.12373 3.53694 3.32666
H -4.59673 4.60294 3.01466
H -1.71973 2.40394 1.25866
H -2.51873 2.45194 -0.06934
C -4.78173 -0.62806 -1.77334
C -3.27373 -0.29306 -1.93634
C -3.21373 0.87094 -2.96934
O -4.58073 1.05894 -3.39734
C -5.27673 -0.17606 -3.16634
H -5.13073 -0.29506 -0.76334
H -4.85673 -1.80006 -1.62134
H -2.51173 -1.10006 -2.26534
H -2.77673 0.02294 -0.89434
H -2.73773 0.31294 -3.77934
H -2.56673 1.65694 -2.61234
H -5.06773 -1.01606 -3.87634
H -6.32073 0.12394 -3.04434
C 3.15327 -2.07006 1.76366
C 4.40227 -2.27806 0.98666
C 5.48027 -1.31206 1.53066
O 5.02827 -1.21706 2.86666
C 3.64027 -1.05706 2.73366
H 2.84027 -2.95306 2.16866
H 2.30627 -1.70006 1.24566
H 4.48227 -2.21406 -0.20234
H 4.60827 -3.36806 1.22466
H 5.47627 -0.30806 1.23366
H 6.42627 -1.65206 1.24966
H 3.64127 -0.12506 2.50066
H 2.94227 -1.24006 3.56566
C 0.03427 -1.36606 4.70166
C -0.43973 -0.84906 3.34366
C -0.63473 0.69594 3.59566
O -0.70273 0.76594 4.91866
C 0.22627 -0.08806 5.52266
H 0.98127 -1.97906 4.57266
H -0.76073 -1.70306 5.35766
H -1.40573 -1.34506 2.88266
H 0.04827 -1.11306 2.40066
H -1.32973 1.18594 3.15766
H 0.40927 1.06294 3.30166
H 0.07227 -0.31806 6.52166
H 1.25527 0.31894 5.79666
C 1.01327 -2.51106 -2.07034
C 0.22527 -2.25606 -3.35234
C 1.12227 -2.40306 -4.55834
O 2.22427 -3.01306 -3.98834
C 2.47227 -2.42306 -2.69834
H 0.77227 -3.57806 -2.04934
H 0.81227 -1.71106 -1.28334
H -0.33973 -1.37206 -3.21934
H -0.59873 -3.11906 -3.43334
H 1.42627 -1.44706 -5.10734
H 0.78027 -2.95306 -5.17634
H 2.46227 -1.48106 -2.81034
H 3.07227 -2.86906 -2.03934
*
```

=====

Here is a cluster of 6 separate species, C32H65F7O17PS6 in total from the Open Molecules 2025 dataset. Energies are from ωB97M-V/def2-TZVPD.

Its HOMO energy is -6.04 eV.

```
! wB97M-V def2-TZVPD RIJCOSX def2/J DEFGRID3
* xyz -1 1
C 4.20821 2.02226 -0.46962
C 5.28425 2.48489 -1.39159
O 6.42839 2.76354 -1.06015
O 4.89593 2.64164 -2.71390
C 4.46954 1.41400 -3.31778
C 2.94248 1.20039 -3.20145
C 2.24058 1.32090 -4.54352
C 0.71499 1.45196 -4.44030
C 0.02983 0.46769 -3.47588
C -1.25296 1.04724 -2.83111
C -1.12639 1.58793 -1.39143
O -0.17973 2.66429 -1.51048
O -2.38782 2.00501 -1.12306
P -2.85617 2.07793 0.61677
O -4.33013 3.01843 0.26989
C -2.00973 3.79739 0.63521
C -0.79571 4.05062 1.55300
C -0.88250 5.38235 2.32669
S 0.38975 6.52371 1.83952
O 0.39593 7.60654 2.77351
O 1.65222 5.87376 1.67018
O -0.10230 7.09727 0.43829
C -4.00971 0.59285 0.19258
C -3.74872 -0.74957 0.79994
C -3.34407 -0.80959 2.33395
O -4.67538 -1.25981 1.61974
C -3.34383 2.22242 2.48814
F -3.34480 3.55427 2.86550
F -2.39459 1.70447 3.30809
C -4.76082 1.77023 2.91993
F -4.68839 1.48713 4.27114
F -5.66156 2.76365 2.81625
O -1.45893 1.14097 0.91366
C -0.74609 0.64423 -0.19852
C -0.76246 -0.90063 -0.36364
C -1.47102 -1.59551 -1.54892
C -1.64755 -3.04938 -1.13949
O -0.72308 -3.75769 -0.78297
O -2.91126 -3.55430 -1.16833
C 0.70118 0.84193 0.35287
F 0.98887 2.07835 0.77325
F 0.91297 0.03717 1.40839
F 1.62837 0.55708 -0.60356
H 3.41776 2.76051 -0.40838
H 3.80841 1.06980 -0.79048
H 4.58696 1.90732 0.53358
H 4.72285 1.51308 -4.36613
H 5.01534 0.55994 -2.92658
H 2.79054 0.18591 -2.84691
H 2.56768 1.91728 -2.48450
H 2.61146 2.24035 -4.99835
H 2.53431 0.53453 -5.23235
H 0.45130 2.48482 -4.25304
H 0.31470 1.23216 -5.42845
H 0.69235 0.11704 -2.68827
H -0.27268 -0.39749 -4.05812
H -2.06247 0.34196 -2.91529
H -1.56864 1.89240 -3.42754
H 0.69808 2.30015 -1.63903
H -4.51824 2.90041 -0.66119
H -1.73608 4.10874 -0.36073
H -2.74493 4.55498 0.86459
H 0.09403 4.10163 0.94338
H -0.66852 3.26196 2.27884
H -1.82726 5.88213 2.14889
H -0.70901 5.24277 3.38225
H 0.61945 6.96951 -0.18688
H -5.06413 0.76228 0.34546
H -3.89613 0.36757 -0.86530
H -3.29114 -1.49281 0.18462
H -2.53739 -1.56529 2.08350
H -3.63129 -1.34714 3.23689
H -5.17477 0.88399 2.46046
H -1.16785 -1.32527 0.54572
H 0.23484 -1.31442 -0.38524
H -0.82645 -1.66540 -2.40977
H -2.45194 -1.23509 -1.79605
H -3.50831 -2.81401 -1.31802
C 4.52792 -0.68494 3.74914
S 3.20692 0.46022 3.36732
O 3.69041 1.30267 2.23956
C 3.34297 1.43854 4.86596
H 4.63838 -1.36546 2.91042
H 5.45506 -0.12879 3.89106
H 4.28097 -1.24931 4.64913
H 4.35331 1.84126 4.94585
H 3.10547 0.81237 5.72592
H 2.62544 2.25393 4.80368
C 8.16836 -0.54968 1.23636
S 7.30458 -2.01212 0.65528
O 6.18452 -2.25877 1.59932
C 8.60396 -3.18545 1.06551
H 7.50552 0.30447 1.10678
H 8.41826 -0.66786 2.29108
H 9.07093 -0.40336 0.64331
H 8.82548 -3.12903 2.13139
H 9.49373 -2.95874 0.47822
H 8.24680 -4.18237 0.81695
C -4.96117 -2.96770 -5.02990
S -3.29943 -2.84607 -4.36192
O -3.14277 -1.45715 -3.85291
C -2.45287 -2.91667 -5.94400
H -5.66258 -2.90070 -4.20125
H -5.13382 -2.14765 -5.72690
H -5.07946 -3.92870 -5.52986
H -2.79671 -2.10041 -6.57954
H -2.65148 -3.87887 -6.41555
H -1.38543 -2.81401 -5.75877
C -3.64599 -8.98828 -1.54800
S -4.09895 -7.25176 -1.67535
O -4.69470 -7.05801 -3.02665
C -2.42488 -6.62055 -1.74196
H -4.56146 -9.57607 -1.53407
H -3.03947 -9.27199 -2.40821
H -3.09376 -9.14958 -0.62240
H -1.90180 -7.06577 -2.58970
H -1.90547 -6.84978 -0.81190
H -2.48692 -5.54276 -1.86251
C -2.06093 -0.60707 6.20590
S -0.42605 -0.58972 5.45893
O 0.51036 -0.02537 6.47177
C -0.77454 0.71173 4.27173
H -2.05446 -1.33557 7.01401
H -2.29255 0.38134 6.60247
H -2.79622 -0.89821 5.45606
H -1.09684 1.61044 4.79745
H -1.54844 0.37724 3.58092
H 0.13914 0.91584 3.71739
*
```

=====

Here is a cluster of 4 separate species, C32H66BN4O5 in total from the Open Molecules 2025 dataset. Energies are from ωB97M-V/def2-TZVPD.

Its HOMO energy (alpha / beta) is -7.73 / -7.73 eV.

```
! wB97M-V def2-TZVPD RIJCOSX def2/J DEFGRID3
* xyz 0 4
C -3.31257 -1.54242 -3.71887
C -4.64504 -1.38418 -4.17716
B -4.84488 -1.46768 -5.77494
N -5.85663 -0.69986 -6.55009
O -3.93792 -2.31893 -6.47988
C -4.53826 -3.55483 -6.87502
C -3.36523 -4.53457 -7.33374
C -3.59490 -5.97612 -6.75780
O -2.11098 -4.04765 -6.86562
H -2.54583 -0.83265 -4.10444
H -3.01228 -2.37126 -3.03776
H -5.47068 -1.17583 -3.45652
H -5.48731 -0.67704 -7.50859
H -6.76818 -1.15502 -6.59474
H -5.22666 -3.34227 -7.74398
H -5.19400 -4.00954 -6.07514
H -3.34042 -4.51203 -8.45154
H -2.58799 -6.45733 -6.64468
H -4.19554 -6.56415 -7.49959
H -4.11058 -5.93371 -5.76704
H -1.79482 -3.32119 -7.41162
C 2.10827 -0.49552 0.42223
C 1.34087 0.26418 -0.69458
C 1.30828 1.78135 -0.41682
C 0.29124 2.22259 0.62838
C -1.08047 1.62463 0.34010
C -1.02951 0.09594 0.19303
N -0.01872 -0.33379 -0.81878
O -0.48366 -0.03460 -2.03401
C -0.73317 -0.52090 1.57730
C -2.43823 -0.42818 -0.13928
C 2.20703 0.06905 -1.95635
H 1.62621 -1.44429 0.66892
H 3.11979 -0.76652 0.11429
H 2.20233 0.09024 1.33840
H 1.07478 2.31270 -1.34636
H 2.30279 2.12374 -0.11581
H 0.63136 1.94633 1.63140
H 0.21878 3.31396 0.62443
H -1.77084 1.90313 1.14118
H -1.48166 2.07787 -0.57313
H -0.65121 -1.61076 1.51002
H -1.53661 -0.29970 2.28238
H 0.17780 -0.14562 2.04045
H -2.84174 0.00492 -1.05556
H -3.14014 -0.17575 0.65882
H -2.43942 -1.51623 -0.24608
H 2.25560 -0.98151 -2.25255
H 3.22775 0.40957 -1.76588
H 1.84532 0.65091 -2.80617
C 3.02615 7.49177 2.55430
C 2.21701 7.25353 1.25012
C 2.15409 8.53326 0.39041
C 1.14800 9.57732 0.86289
C -0.21466 8.94205 1.11594
C -0.12851 7.74502 2.07491
N 0.86990 6.73717 1.62222
O 0.36669 6.10503 0.57023
C 0.20999 8.27114 3.48755
C -1.52815 7.12667 2.24341
C 3.06019 6.23375 0.45644
H 2.57242 6.98474 3.40818
H 4.03677 7.08454 2.49063
H 3.12622 8.55106 2.79732
H 1.88813 8.26340 -0.63787
H 3.14646 8.99012 0.33544
H 1.51458 10.08105 1.76239
H 1.04884 10.35551 0.10113
H -0.89683 9.69679 1.51679
H -0.64360 8.62719 0.15819
H 0.31767 7.44489 4.19704
H -0.58788 8.91648 3.85918
H 1.11963 8.86755 3.52896
H -1.95904 6.79582 1.29766
H -2.22171 7.85809 2.66402
H -1.49748 6.27200 2.92402
H 3.12707 5.27539 0.97703
H 4.07644 6.61206 0.32214
H 2.66661 6.05534 -0.54609
C 2.58527 -6.50203 0.97375
C 2.78666 -6.52158 2.51374
C 2.00713 -7.68370 3.16430
C 0.51025 -7.44155 3.32987
C 0.24790 -6.08789 3.98107
C 0.94168 -4.93995 3.23262
N 2.39849 -5.18874 3.05388
O 2.98881 -5.03336 4.23226
C 0.23687 -4.74604 1.87141
C 0.67211 -3.61637 3.97327
C 4.28462 -6.84020 2.70052
H 2.48667 -5.48336 0.59324
H 3.44279 -6.91840 0.44217
H 1.70980 -7.07256 0.65866
H 2.41958 -7.88094 4.16027
H 2.16084 -8.60013 2.58713
H 0.00322 -7.51182 2.36282
H 0.08207 -8.23190 3.95265
H -0.83031 -5.91085 4.02592
H 0.59081 -6.12088 5.02117
H 0.72437 -3.95915 1.28678
H -0.80344 -4.44641 2.01244
H 0.20439 -5.64539 1.25909
H 1.02146 -3.63208 5.00637
H -0.39913 -3.40558 4.01295
H 1.15221 -2.77754 3.46205
H 4.91779 -6.04515 2.30015
H 4.53876 -7.76488 2.17665
H 4.55118 -6.99978 3.74698
*
```

=====

- Number 2 is which compound?
  C32H64NO11